DFT (wB97M-V/def2-TZVPD) results for a cluster of 10 separate species, C31H48Cl2O27 in total.

```
108
Properties=species:S:1:pos:R:3:forces:R:3:mulliken_charge:R:1
Cl -3.70526 -3.97322 0.43290 0.0 -0.2 0.0 -0.207
C -2.30981 -2.89489 0.71178 -0.3 0.1 -0.2 0.788
C -1.03346 -3.62912 1.00937 0.0 0.5 0.9 -0.136
Cl -0.20305 -4.20790 -0.43579 0.0 -0.3 -0.1 -0.175
H -2.56512 -2.26406 1.55853 0.0 0.0 0.0 -0.325
H -2.25512 -2.28997 -0.18957 0.3 0.1 0.1 -0.410
H -1.21418 -4.42767 1.72720 0.0 -0.3 -0.4 0.566
H -0.37648 -2.94232 1.54714 0.2 0.1 -0.4 -0.103
C 1.27591 0.32669 -1.61610 -0.7 0.3 0.4 0.123
C 0.15115 -0.61421 -1.22095 -0.6 0.2 -0.4 0.240
O -0.13934 -0.25686 0.13688 1.0 -0.9 0.2 0.484
C 0.60920 0.80658 0.49440 -1.0 0.2 -0.3 0.326
O 0.56926 1.25506 1.60206 0.4 0.2 -0.2 -0.719
O 1.24831 1.33440 -0.56685 0.0 -0.4 0.2 -0.443
H 0.98143 0.76340 -2.56207 0.8 0.3 -0.1 -0.247
H 2.25740 -0.13089 -1.54808 0.0 -0.1 -0.4 0.353
H 0.42841 -1.65038 -1.41941 0.0 -0.1 0.8 0.121
H -0.79324 -0.42952 -1.73886 0.2 0.2 -0.3 -0.355
C 3.92558 -1.76228 -6.07469 -0.3 -0.8 -0.3 -0.319
C 2.79603 -2.51442 -5.32420 0.7 0.2 -0.4 0.148
O 2.06266 -1.47074 -4.69940 0.0 0.1 0.3 -0.282
C 2.55359 -0.26316 -5.05529 0.2 -0.2 -0.5 0.683
O 2.14752 0.78080 -4.67171 -0.2 0.2 0.1 -0.472
O 3.56034 -0.40101 -5.95138 0.1 0.1 0.2 -0.399
H 3.97354 -2.04976 -7.12465 -0.1 0.2 0.0 0.296
H 4.91459 -1.97029 -5.66300 -0.1 0.4 0.3 0.273
H 3.23056 -3.17335 -4.57526 -0.3 -0.1 0.1 -0.225
H 2.14583 -3.06647 -5.99694 -0.1 0.0 0.1 0.301
C 5.46498 -3.43287 -2.41704 0.4 -0.3 1.2 -0.065
C 4.59513 -4.65169 -2.08294 0.0 0.7 -1.0 -0.390
O 3.40870 -4.05695 -1.54595 0.2 0.1 0.4 -0.293
C 3.72452 -2.82805 -1.06792 0.4 0.0 -0.2 0.674
O 3.04532 -2.13716 -0.38641 -0.4 0.0 0.1 -0.441
O 4.95668 -2.46466 -1.48938 0.0 0.2 -0.5 -0.363
H 5.44364 -3.08222 -3.44669 -0.3 0.1 0.0 -0.053
H 6.49531 -3.60808 -2.11201 0.1 0.0 -0.3 0.311
H 5.11071 -5.27477 -1.35778 -0.3 -0.2 0.1 0.336
H 4.30967 -5.17102 -2.99394 0.0 -0.4 0.2 0.305
C -0.89958 4.10700 2.22491 -0.1 0.5 -0.6 1.305
C -2.12021 4.90065 1.77358 -0.3 -0.2 0.1 0.078
O -2.24525 5.91421 2.78465 0.2 0.1 -0.3 -0.413
C -1.04033 6.09666 3.35430 -0.4 -0.3 -0.1 0.681
O -0.72913 7.02141 4.02349 0.1 0.4 0.4 -0.554
O -0.22537 5.05480 3.08059 0.2 -0.3 -0.3 -0.516
H -0.23025 3.86991 1.40283 0.0 -0.1 0.0 0.045
H -1.12228 3.20764 2.79289 -0.3 0.1 -0.7 -0.912
H -3.05558 4.35133 1.72855 0.1 -0.1 0.1 0.110
H -1.94389 5.36302 0.80598 0.0 0.2 -0.1 0.127
C -0.66266 4.81838 -3.15653 1.3 0.0 -0.6 -0.409
C 0.08285 3.59286 -3.71979 -0.4 0.3 -0.4 -0.394
O -0.59783 2.50296 -3.09821 0.0 -0.4 0.0 -0.156
C -1.32029 2.94203 -2.04869 0.5 0.5 -0.1 0.256
O -1.81772 2.25469 -1.21899 -0.2 -0.3 0.0 -0.170
O -1.35443 4.29367 -2.03905 -0.3 0.2 0.2 -0.344
H -1.30619 5.29540 -3.89360 -0.5 -0.2 0.2 0.300
H 0.08549 5.55846 -2.87122 -0.3 0.1 0.5 0.294
H 1.14401 3.58082 -3.47529 -0.1 -0.2 0.2 0.231
H -0.02357 3.50945 -4.79968 0.0 -0.1 0.0 0.324
C -4.18444 -0.27053 1.93745 1.5 -0.8 -1.0 -0.351
C -2.91100 0.52112 1.60608 -0.3 0.6 0.3 0.503
O -3.34466 1.87804 1.81061 0.4 0.0 0.2 0.091
C -4.63551 1.91904 2.19746 0.1 -0.8 0.0 0.423
O -5.21321 2.90560 2.49706 -0.3 0.6 0.0 -0.597
O -5.18541 0.67572 2.18619 0.0 0.6 0.2 -0.442
H -3.98362 -0.91414 2.79186 -0.6 0.0 0.1 0.364
H -4.35323 -0.80639 1.00541 -0.9 -0.4 0.4 0.354
H -2.59569 0.41479 0.57229 0.0 0.1 0.0 -0.106
H -2.08685 0.29238 2.28119 0.1 0.2 -0.1 -0.226
C -0.30853 1.28858 4.69423 0.7 0.9 -0.2 0.760
C -0.86404 2.69209 4.98271 0.3 0.2 0.4 -0.619
O -2.27822 2.49729 5.07284 -0.1 -0.2 -0.2 -0.296
C -2.57377 1.18319 4.99513 0.7 0.4 0.0 0.717
O -3.65069 0.70815 5.11863 -0.5 -0.1 -0.1 -0.553
O -1.45528 0.45697 4.73996 0.0 -0.4 0.3 -0.387
H 0.46198 1.06240 5.43454 -0.4 -0.6 0.2 0.328
H 0.16887 1.20446 3.71708 -0.3 0.0 0.0 -0.310
H -0.62680 3.42344 4.21231 -0.1 -0.4 0.9 0.246
H -0.52852 3.09998 5.93602 0.0 -0.1 0.1 0.327
C -3.39159 -1.23001 -3.42929 0.2 0.4 -0.2 -1.025
C -3.74464 0.25018 -3.31807 0.7 -0.5 -0.5 0.684
O -5.14795 0.47332 -3.22468 -0.1 0.0 0.0 -0.411
C -5.66514 0.23811 -2.02223 -0.2 0.1 -0.1 0.677
O -5.04529 -0.05805 -1.03544 0.2 -0.1 0.3 -0.473
O -6.97696 0.39143 -2.09373 -0.3 0.0 -0.3 -0.397
C -7.67823 0.23780 -0.85982 0.1 0.1 0.5 -0.552
H -3.71316 -1.79098 -2.55462 0.0 -0.1 -0.1 0.202
H -2.30561 -1.30122 -3.54325 0.0 -0.1 0.2 0.231
H -3.79540 -1.64063 -4.35525 -0.3 -0.1 0.2 0.374
H -3.44408 0.71603 -4.25632 -0.1 0.3 0.1 0.393
H -3.20421 0.70996 -2.49381 -0.2 0.1 0.1 -0.473
H -8.73354 0.36153 -1.07264 0.0 0.0 -0.2 0.236
H -7.34176 1.00565 -0.16264 -0.1 -0.1 0.1 0.252
H -7.50255 -0.74086 -0.41618 0.1 0.0 -0.1 0.258
C 2.85710 -1.32867 2.89053 0.8 -0.4 -0.8 -0.366
C 3.52471 -1.78838 4.16697 -0.2 0.0 0.2 -0.544
O 4.48178 -2.81117 3.82347 -0.1 -0.1 -0.3 -0.325
C 5.75360 -2.44707 3.71433 0.1 -0.1 0.1 0.769
O 6.30532 -1.55201 4.28994 0.0 0.5 0.1 -0.564
O 6.35951 -3.28603 2.87312 0.0 -0.4 -0.4 -0.310
C 7.75250 -3.04855 2.69586 0.4 0.3 0.6 -0.672
H 2.43271 -2.20710 2.39710 -0.5 0.2 0.2 0.273
H 3.62280 -1.03242 2.16283 0.0 0.3 0.2 0.225
H 2.15380 -0.50519 2.97730 -0.2 -0.1 0.3 0.039
H 2.80717 -2.29749 4.80807 0.0 0.1 0.2 0.256
H 4.02976 -0.99768 4.71774 0.0 0.0 0.0 0.399
H 8.14836 -3.79567 2.01767 -0.2 -0.1 -0.1 0.223
H 8.25662 -3.12421 3.66261 0.0 0.0 -0.1 0.311
H 7.94432 -2.04509 2.31464 -0.1 0.0 -0.1 0.297
```
Forces are in eV/Å.

Values from the calculation:
Lowest unoccupied orbital energy, eV: -0.2770
SMILES string: CCOC(=O)OC.CCOC(=O)OC.O=C1OCCO1.O=C1OCCO1.O=C1OCCO1.O=C1OCCO1.O=C1OCCO1.O=C1OCCO1.O=C1OCCO1.ClCCCl
HOMO level, eV: -10.307